Formula: C3H9N2O
Source: the OMol25 dataset
Level of theory: wB97M-V/def2-TZVPD

Bonds (Å) are listed after each position.
Cartesian coordinates (Å):
1 C 1.54055 1.35684 0.15899  N2 1.277, H7 1.114, H8 1.183
2 N 0.90290 0.32273 -0.23392  C1 1.277, C3 1.556, O4 1.348
3 C 1.50912 -1.08889 0.01411  N2 1.556, H9 1.192, H10 1.068, H11 1.162
4 O -0.23552 0.43347 -0.94721  N2 1.348, C5 1.615
5 C -1.52099 -0.40060 -0.43825  O4 1.615, N6 1.371, H12 1.115, H13 1.123
6 N -2.31236 0.38836 0.35595  C5 1.371, H14 0.966, H15 0.987
7 H 2.46621 1.36339 0.77959  C1 1.114
8 H 1.11665 2.43341 -0.08971  C1 1.183
9 H 1.61656 -1.26670 1.18768  C3 1.192
10 H 1.09988 -1.89995 -0.54796  C3 1.068
11 H 2.61633 -0.83194 -0.22505  C3 1.162
12 H -1.24817 -1.35141 0.07570  C5 1.115
13 H -2.07500 -0.46998 -1.41300  C5 1.123
14 H -2.27177 0.39360 1.32107  N6 0.966
15 H -3.20439 0.61766 0.00201  N6 0.987

For the strongest force on any atom, the calculation gives 5.0 eV/Å. As for the gap between HOMO and LUMO: 9.75 eV. The lowest unoccupied orbital energy is -4.5 eV. As for the structure (SMILES): C=[N+](C)OCN. Its total charge is +1.